Entry 1:
Molecular formula: C28H31F16NO6
Method: DFT, the ωB97M-V functional and the def2-TZVPD basis

The geometry in ORCA input format:
```
! RIJCOSX wB97M-V def2-TZVPD def2/J DEFGRID3
* xyz 0 1
C 1.256 -1.225 2.613
C 0.908 -0.469 1.339
O -0.119 -1.121 0.576
C 0.238 -2.207 -0.102
O 1.368 -2.628 -0.172
C -0.927 -2.865 -0.767
C -1.674 -3.864 0.128
C -2.053 -3.396 1.531
C -3.351 -2.646 1.582
C -4.488 -3.167 2.191
C -5.644 -2.391 2.160
C -5.695 -1.125 1.583
C -4.525 -0.540 1.037
C -4.379 0.872 0.466
C -5.204 1.967 1.151
C -2.892 1.286 0.574
C -2.365 1.296 2.012
C -3.400 -1.368 1.031
C -7.116 -0.689 1.664
O -7.717 0.160 1.079
N -7.798 -1.589 2.574
C -6.957 -2.735 2.721
O -7.311 -3.770 3.201
H 1.195 -2.292 2.439
H 0.585 -0.939 3.411
H 2.285 -1.015 2.876
H 1.773 -0.266 0.729
H 0.486 0.489 1.617
H -0.524 -3.412 -1.609
H -1.592 -2.108 -1.172
H -1.041 -4.740 0.227
H -2.549 -4.195 -0.421
H -2.121 -4.272 2.168
H -1.298 -2.747 1.959
H -4.497 -4.144 2.649
H -4.575 0.805 -0.602
H -6.100 2.177 0.591
H -4.625 2.882 1.137
H -5.481 1.729 2.167
H -2.262 0.678 -0.068
H -2.819 2.287 0.184
H -1.862 2.222 2.259
H -3.171 1.165 2.728
H -1.702 0.452 2.172
H -2.481 -0.994 0.614
H -8.615 -1.918 2.060
F 6.735 0.569 -2.586
C 7.876 -0.146 -2.633
F 8.177 -0.371 -3.933
C 7.736 -1.499 -1.929
F 6.893 -2.298 -2.615
F 8.982 -2.052 -2.009
C 7.379 -1.516 -0.435
O 6.031 -1.720 -0.052
C 5.127 -0.704 0.060
F 5.711 0.509 0.010
F 4.550 -0.815 1.279
C 3.983 -0.835 -0.949
F 4.442 -0.924 -2.212
F 3.197 0.277 -0.872
H 8.685 0.434 -2.181
H 7.881 -2.404 -0.056
H 7.821 -0.667 0.087
H 3.369 -1.710 -0.730
F 0.356 4.546 -0.273
C -0.751 4.717 -1.019
F -1.816 4.338 -0.271
C -0.731 3.864 -2.290
F -0.822 2.554 -1.974
F -1.878 4.207 -2.945
C 0.402 4.086 -3.302
O 1.522 3.221 -3.277
C 2.609 3.430 -2.470
F 2.595 4.650 -1.901
F 3.702 3.372 -3.259
C 2.787 2.312 -1.435
F 1.667 2.130 -0.710
F 3.789 2.658 -0.597
H -0.856 5.776 -1.266
H -0.059 3.869 -4.264
H 0.703 5.133 -3.334
H 3.042 1.381 -1.942
*
```

Total energy, eV: -86794.2246
HOMO, eV: -9.6
E_LUMO, eV: -0.14
Frontier orbital gap, eV: 9.446
SMILES: CCOC(=O)CCCc1cc2c(c([C@@H](C)CC)c1)C(=O)NC2=O.FC(F)C(F)(F)COC(F)(F)C(F)F.FC(F)C(F)(F)COC(F)(F)C(F)F

***

Entry 2:
Molecular formula: C28H31FN2O4
Method: DFT, the ωB97M-V functional and the def2-TZVPD basis

The geometry in ORCA input format:
```
! RIJCOSX wB97M-V def2-TZVPD def2/J DEFGRID3
* xyz 0 1
C 0.088 -5.554 -3.800
C 0.412 -4.078 -3.711
O -0.659 -3.415 -2.988
C -0.603 -2.060 -2.867
C -1.921 -1.535 -2.618
F -2.884 -2.443 -2.387
C -2.383 -0.243 -3.016
O -1.674 0.736 -3.240
O -3.740 -0.246 -3.119
C -4.290 0.897 -3.833
C -5.778 0.670 -4.009
O 0.423 -1.394 -2.918
H 0.955 -6.088 -4.199
H -0.152 -5.979 -2.819
H -0.750 -5.737 -4.482
H 1.371 -3.924 -3.190
H 0.480 -3.647 -4.720
H -4.111 1.825 -3.255
H -3.801 0.988 -4.819
H -6.218 1.572 -4.445
H -5.978 -0.164 -4.695
H -6.273 0.475 -3.050
C 5.039 1.746 1.922
C 4.001 0.813 1.472
N 4.276 -0.272 0.703
C 5.620 -0.667 0.285
C 3.093 -0.977 0.433
C 2.033 -0.309 1.098
C 0.754 -0.847 1.057
C 0.522 -1.995 0.301
C 1.573 -2.633 -0.369
C 2.882 -2.139 -0.291
C 2.600 0.866 1.730
C 1.935 1.815 2.506
C 0.553 2.029 2.671
C -0.114 2.324 3.892
C 0.488 2.500 5.222
N -1.455 2.392 3.661
C -2.465 2.614 4.693
C -1.713 2.205 2.296
C -0.463 2.028 1.650
C -0.411 1.842 0.275
C -1.618 1.762 -0.412
C -2.854 1.862 0.230
C -2.916 2.129 1.606
H 4.545 2.568 2.443
H 5.734 1.278 2.634
H 5.618 2.175 1.093
H 5.546 -1.574 -0.324
H 6.088 0.132 -0.307
H 6.263 -0.863 1.155
H -0.051 -0.365 1.599
H -0.484 -2.411 0.260
H 1.357 -3.543 -0.928
H 3.705 -2.642 -0.794
H 2.582 2.458 3.113
H 1.574 2.481 5.091
H 0.223 3.467 5.673
H 0.239 1.697 5.931
H -3.451 2.617 4.213
H -2.422 1.815 5.448
H -2.297 3.571 5.206
H 0.546 1.750 -0.231
H -1.569 1.624 -1.484
H -3.762 1.742 -0.362
H -3.859 2.275 2.119
*
```

Total energy, eV: -43424.6756
HOMO, eV: -5.1
E_LUMO, eV: -1.88
Frontier orbital gap, eV: 3.258
Relative energy (zero: lowest compared OMol25 entry of this formula, charge and spin), kJ/mol: 0.0